1.
This record from OMol25 describes 10 unconnected molecules or ions with the total composition C45H95O35P5. The level of theory is ωB97M-V with the def2-TZVPD basis set.

As for the highest occupied orbital energy: -0.3809 Eh. The structure (SMILES) is CCOP(=O)(OCC)OCC.CCOP(=O)(OCC)OCC.CCOP(=O)(OCC)OCC.CCOP(=O)(OCC)OCC.CCOP(=O)(OCC)OCC.O=C1OCCO1.O=C1OCCO1.O=C1OCCO1.O=C1OCCO1.O=C1OCCO1. As for the lowest unoccupied orbital energy: 0.24 eV. As for the energy relative to the best compared isomer or geometry (same formula, charge and spin): 206.7 kcal per mole.

Element x y z (Å)
C -32.76 10.62 12.60
C -31.81 10.41 13.78
O -32.07 11.48 14.63
C -33.25 12.08 14.28
O -33.94 12.89 14.91
O -33.69 11.58 13.12
H -33.07 9.58 12.48
H -32.18 10.83 11.69
H -30.77 10.18 13.54
H -32.21 9.57 14.36
C -28.35 -0.52 7.91
C -27.73 -1.73 7.28
O -28.78 -2.59 7.32
C -29.65 -2.19 8.23
O -30.65 -2.84 8.54
O -29.29 -1.10 8.82
H -28.80 0.20 7.22
H -27.57 -0.02 8.48
H -26.86 -1.89 7.91
H -27.29 -1.53 6.30
C -23.46 -4.53 12.97
C -22.07 -4.96 12.50
O -21.67 -5.33 13.83
C -22.69 -5.71 14.64
O -22.59 -6.40 15.67
O -23.77 -5.44 13.97
H -24.18 -4.67 12.16
H -23.51 -3.50 13.31
H -21.55 -4.09 12.10
H -22.10 -5.83 11.83
C -34.79 7.43 4.48
C -35.07 8.23 5.71
O -34.57 7.41 6.79
C -33.81 6.41 6.28
O -33.23 5.53 6.87
O -33.83 6.46 4.92
H -34.45 7.98 3.60
H -35.60 6.76 4.18
H -36.13 8.34 5.94
H -34.62 9.22 5.62
C -21.13 10.93 13.78
C -21.05 11.82 14.97
O -19.73 12.46 14.81
C -19.48 12.42 13.50
O -18.58 12.94 12.93
O -20.35 11.65 12.89
H -22.20 10.93 13.59
H -20.82 9.89 13.96
H -21.24 11.54 16.00
H -21.84 12.56 14.82
C -11.11 -2.95 17.60
C -11.78 -4.10 16.74
O -12.91 -4.86 17.30
P -14.21 -5.46 16.48
O -14.00 -5.73 15.01
O -14.72 -6.70 17.32
C -15.73 -7.46 16.59
C -16.58 -8.18 17.67
O -15.25 -4.27 16.77
C -15.56 -4.00 18.12
C -16.73 -2.97 18.20
H -11.78 -2.10 17.72
H -11.03 -3.38 18.60
H -10.11 -2.63 17.31
H -12.18 -3.58 15.87
H -11.02 -4.83 16.47
H -16.35 -6.91 15.88
H -15.33 -8.29 16.01
H -16.84 -7.47 18.45
H -17.47 -8.65 17.27
H -15.91 -8.98 17.99
H -15.90 -4.99 18.42
H -14.73 -3.69 18.76
H -16.84 -2.36 19.10
H -16.31 -2.24 17.51
H -17.62 -3.29 17.66
C -29.66 10.93 -0.91
C -29.43 11.35 0.65
O -28.14 10.93 1.01
P -27.69 10.28 2.41
O -28.74 9.44 3.03
O -26.39 9.46 2.08
C -26.46 8.47 1.12
C -26.53 7.09 1.68
O -27.09 11.48 3.33
C -25.84 12.11 3.22
C -24.73 11.26 3.74
H -30.60 11.35 -1.27
H -28.86 11.33 -1.53
H -29.75 9.85 -1.00
H -29.66 12.37 0.96
H -30.08 10.69 1.22
H -27.29 8.61 0.43
H -25.55 8.61 0.53
H -25.66 6.85 2.29
H -27.47 6.90 2.18
H -26.64 6.43 0.82
H -25.68 12.52 2.22
H -25.94 12.98 3.86
H -25.15 10.28 3.96
H -24.04 11.07 2.91
H -24.42 11.63 4.71
C -6.61 -2.37 4.20
C -7.65 -2.74 5.22
O -8.68 -1.76 5.60
P -8.89 -1.36 7.16
O -9.78 -0.21 7.37
O -9.47 -2.77 7.84
C -10.75 -3.35 7.60
C -10.52 -4.22 6.39
O -7.38 -1.03 7.79
C -7.21 -1.24 9.14
C -7.23 -2.75 9.59
H -7.03 -1.82 3.36
H -5.76 -1.83 4.63
H -6.14 -3.29 3.86
H -8.17 -3.62 4.87
H -7.08 -3.18 6.04
H -11.14 -3.91 8.45
H -11.53 -2.60 7.50
H -9.63 -4.83 6.50
H -11.26 -5.00 6.50
H -10.78 -3.80 5.41
H -6.22 -0.93 9.47
H -7.92 -0.63 9.70
H -6.96 -2.84 10.64
H -8.20 -3.26 9.61
H -6.46 -3.35 9.12
C -22.26 5.25 19.15
C -22.76 4.16 18.18
O -24.11 4.46 17.74
P -25.45 4.05 18.57
O -26.68 4.72 18.06
O -24.99 4.32 20.11
C -25.88 4.29 21.25
C -26.36 5.76 21.40
O -25.47 2.47 18.44
C -26.55 1.82 19.19
C -26.71 0.37 18.73
H -22.40 6.28 18.82
H -22.51 5.04 20.19
H -21.18 5.13 19.15
H -22.10 4.24 17.31
H -22.44 3.17 18.50
H -26.65 3.53 21.07
H -25.34 4.10 22.17
H -27.41 5.79 21.70
H -25.73 6.55 21.81
H -26.32 6.06 20.35
H -26.28 1.84 20.25
H -27.45 2.42 19.05
H -25.90 -0.22 19.18
H -27.60 -0.06 19.19
H -26.81 0.38 17.65
C -19.20 6.39 6.04
C -20.34 5.66 6.67
O -19.78 4.80 7.69
P -20.78 4.25 8.79
O -21.64 3.12 8.34
O -19.81 3.84 9.98
C -18.99 2.76 9.79
C -17.80 2.58 10.84
O -21.62 5.57 9.28
C -23.01 5.48 9.77
C -23.98 5.76 8.52
H -18.18 6.04 6.14
H -19.35 6.29 4.97
H -19.36 7.45 6.23
H -21.11 6.31 7.09
H -20.81 5.02 5.91
H -19.67 1.91 9.79
H -18.54 2.85 8.80
H -17.21 3.49 10.92
H -18.17 2.57 11.87
H -17.23 1.67 10.67
H -23.49 4.58 10.15
H -23.27 6.15 10.59
H -24.06 6.84 8.38
H -23.72 5.09 7.70
H -24.98 5.47 8.86

***

2.
This record from OMol25 describes a molecular structure, C3H6F3NO4S2. The level of theory is ωB97M-V with the def2-TZVPD basis set.

As for the highest occupied orbital energy (spin up / spin down): -0.2291 / -0.4130 Eh. Its spin multiplicity is 3. As for the lowest unoccupied orbital energy (spin up / spin down): 0.53 / -2.28 eV. As for the energy relative to the best compared isomer or geometry (same formula, charge and spin): 39.5 kcal per mole.

Element x y z (Å)
C 0.17 -1.28 1.28
C 0.35 -0.44 0.13
C -3.11 -0.65 0.24
N 0.48 2.28 -0.36
O -1.68 0.67 -1.64
O -3.65 1.79 -0.82
O 0.44 1.53 1.89
O -1.84 1.63 0.67
F -4.41 -0.75 0.04
F -2.49 -1.60 -0.52
F -2.95 -0.76 1.51
S -2.57 0.99 -0.51
S -0.04 1.13 0.63
H 0.67 -0.81 2.20
H -0.89 -1.37 1.51
H 0.75 -2.17 0.97
H -0.25 -0.81 -0.74
H 0.87 2.99 0.15
H 0.02 2.52 -1.26

***

3.
This record from OMol25 describes C4H2O2 in the gas phase. The level of theory is ωB97M-V with the def2-TZVPD basis set.

As for the highest occupied orbital energy: -0.3309 Eh. As for the lowest unoccupied orbital energy: -1.10 eV. As for the energy relative to the best compared isomer or geometry (same formula, charge and spin): 79.3 kcal per mole.

Element x y z (Å)
C -0.59 1.53 -0.18
C 0.64 0.62 -0.18
C 1.87 0.01 -0.01
C -0.80 0.17 0.33
O 2.82 -0.61 0.14
O -1.49 -0.84 -0.27
H -1.12 0.02 1.31
H -1.33 -0.90 -1.14

***

4.
This record from OMol25 describes C13H24BN3O5 in the gas phase. The level of theory is ωB97M-V with the def2-TZVPD basis set.

As for the highest occupied orbital energy: -0.3240 Eh. The structure (SMILES) is N[C@@]1(C(=O)O)CN(C(=O)[C@H]2CCCN2)C[C@@H]1CCCB(O)O. As for the lowest unoccupied orbital energy: 0.47 eV. As for the energy relative to the best compared isomer or geometry (same formula, charge and spin): 43.0 kcal per mole.

Element x y z (Å)
O -2.83 -1.37 -0.76
O -0.13 0.73 3.18
O 4.69 -0.53 2.82
O 2.35 -0.44 3.79
O -0.80 2.94 2.92
B 3.49 0.08 3.18
C -1.68 -1.18 -1.08
C -0.46 1.69 2.46
N -1.33 -1.11 -3.66
N -0.87 -0.29 -0.44
N -1.22 2.70 0.35
C 3.55 1.69 2.84
C -2.49 -1.52 -4.38
C -1.30 -1.97 -2.35
C -2.84 -2.99 -4.06
C -2.27 -3.16 -2.61
C 2.42 2.02 1.92
C 0.56 0.06 -0.72
C 2.01 0.88 1.06
C -1.41 0.32 0.77
C 0.82 1.27 0.21
C -0.57 1.54 1.03
H 4.73 -1.50 2.94
H 1.45 0.03 3.67
H -0.73 2.90 3.88
H -0.45 -1.20 -4.23
H -1.53 2.41 -0.56
H -1.97 2.97 1.01
H 3.41 2.19 3.84
H 4.55 2.16 2.51
H -2.33 -1.52 -5.45
H -3.32 -0.99 -4.01
H -0.27 -2.31 -2.19
H -3.91 -3.25 -4.18
H -2.25 -3.61 -4.72
H -1.79 -4.08 -2.54
H -3.20 -3.17 -1.97
H 2.71 2.94 1.40
H 1.54 2.30 2.45
H 1.22 -0.76 -0.54
H 0.72 0.29 -1.81
H 1.64 0.00 1.67
H 2.86 0.56 0.43
H -1.39 -0.41 1.62
H -2.44 0.53 0.64
H 1.08 2.14 -0.34

***

5.
This record from OMol25 describes C6H14N2O in the gas phase. The level of theory is ωB97M-V with the def2-TZVPD basis set.

As for the highest occupied orbital energy: -0.3133 Eh. The structure (SMILES) is C/C=C(\CO)CN(C)N. As for the lowest unoccupied orbital energy: 0.93 eV. As for the energy relative to the best compared isomer or geometry (same formula, charge and spin): 72.8 kcal per mole.

Element x y z (Å)
C 1.39 0.30 0.46
C -0.17 1.94 -0.62
C -1.82 -1.19 0.71
C 2.07 1.26 1.37
N -0.62 -1.60 -0.01
C 0.40 0.56 -0.40
N -0.72 -2.90 -0.54
C -0.25 -0.59 -1.10
O 0.79 2.94 -0.90
H 1.37 2.61 -1.60
H 1.73 -0.72 0.53
H -0.71 -3.58 0.22
H -1.58 -3.05 -1.08
H -0.69 2.30 0.28
H -0.91 1.91 -1.44
H -1.66 -0.18 1.09
H -1.99 -1.88 1.54
H -2.72 -1.18 0.06
H 2.04 2.28 1.00
H 3.11 0.97 1.51
H 1.59 1.25 2.34
H -1.12 -0.29 -1.69
H 0.46 -1.13 -1.73

***

6.
This record from OMol25 describes 2 unconnected molecules or ions with the total composition C2H8OS2. The level of theory is ωB97M-V with the def2-TZVPD basis set.

As for the highest occupied orbital energy: -0.3255 Eh. The structure (SMILES) is CSS.CO. As for the lowest unoccupied orbital energy: 0.10 eV. As for the energy relative to the best compared isomer or geometry (same formula, charge and spin): 32.0 kcal per mole.

Element x y z (Å)
C -1.89 0.18 -0.83
O -1.64 0.34 0.58
H -2.90 0.46 -1.11
H -1.70 -0.87 -1.05
H -1.22 0.84 -1.40
H -1.15 -0.44 0.82
C 1.80 0.39 -0.44
S 1.53 -1.36 0.06
S 1.32 -1.22 2.10
H 2.78 0.72 -0.12
H 1.60 0.45 -1.50
H 1.05 0.92 0.13
H 0.42 -0.41 2.75

***

Per-record strongest force on any atom, eV/A: 5.7; 4.2; 5.1; 3.7; 2.1; 2.1